# C39H33BI2InN14O3

C39H33BI2InN14O3 as an isolated structure (wB97M-V/def2-TZVPD, the Open Molecules 2025 dataset).

Atoms and positions in Å:
In -0.094 -0.100 -0.084
C -2.275 2.392 2.842
C -1.433 1.348 2.480
N -1.401 1.241 1.159
N -2.193 2.180 0.649
C -2.734 2.899 1.643
B -2.368 2.331 -0.877
N -2.833 0.996 -1.476
C -3.920 0.796 -2.237
C -3.891 -0.494 -2.712
C -2.717 -1.021 -2.190
N -2.091 -0.117 -1.444
N -0.994 2.657 -1.476
C -0.565 3.768 -2.093
C 0.765 3.602 -2.417
C 1.086 2.334 -1.950
N 0.018 1.776 -1.393
N -3.432 3.373 -1.141
C -4.719 3.285 -0.714
C -5.417 4.356 -1.217
C -4.465 5.074 -1.959
N -3.305 4.465 -1.895
H -2.520 2.727 3.826
H -0.859 0.687 3.101
H -3.400 3.718 1.466
H -4.651 1.557 -2.400
H -4.608 -0.968 -3.346
H -2.312 -1.996 -2.354
H -1.224 4.597 -2.259
H 1.413 4.290 -2.916
H 2.030 1.828 -1.977
H -5.046 2.474 -0.094
H -6.453 4.593 -1.088
H -4.590 5.980 -2.517
O 5.553 -0.468 5.554
N 4.915 -1.250 4.899
O 4.967 -2.450 4.995
C 3.991 -0.661 3.916
C 3.962 0.699 3.885
C 3.099 1.405 3.011
C 3.045 2.810 2.992
C 2.167 3.414 2.125
C 1.378 2.615 1.291
N 1.412 1.300 1.298
C 2.242 0.684 2.145
C 2.237 -0.754 2.204
N 1.340 -1.394 1.447
C 1.283 -2.706 1.486
C 2.157 -3.477 2.248
C 3.096 -2.852 3.033
C 3.134 -1.446 3.069
H 4.615 1.248 4.554
H 3.677 3.385 3.654
H 2.071 4.488 2.078
H 0.682 3.080 0.606
H 0.508 -3.177 0.901
H 2.087 -4.553 2.223
H 3.789 -3.432 3.623
I 4.621 0.220 -2.880
C 3.155 -1.263 -3.031
C 3.252 -2.272 -3.973
C 2.316 -3.288 -4.032
I 2.571 -4.797 -5.476
C 1.219 -3.309 -3.123
C 0.257 -4.333 -3.043
C -0.730 -4.268 -2.089
C -0.780 -3.157 -1.245
N 0.099 -2.181 -1.309
C 1.092 -2.245 -2.193
C 2.086 -1.191 -2.096
O 2.019 -0.314 -1.207
H 4.075 -2.269 -4.671
H 0.301 -5.170 -3.724
H -1.472 -5.044 -1.988
H -1.557 -3.047 -0.504
N -1.434 -1.524 1.195
C -2.067 -2.132 1.952
N -2.791 -2.815 2.754
C -4.171 -3.138 2.407
C -4.320 -4.653 2.278
C -3.868 -5.327 3.571
C -2.406 -4.971 3.838
C -2.249 -3.455 3.947
H -4.424 -2.631 1.474
H -4.825 -2.759 3.199
H -3.704 -5.012 1.448
H -5.358 -4.896 2.060
H -3.983 -6.409 3.492
H -4.488 -4.981 4.401
H -1.787 -5.347 3.019
H -2.063 -5.435 4.762
H -1.198 -3.172 4.052
H -2.800 -3.082 4.817

## Properties
E_HOMO (spin up / spin down) = -13.16 / -13.16 eV
Total charge = +2
Spin multiplicity = 2
Orbital gap (spin up / spin down) = 0.2681 / 0.1939 hartree

Atom charges from the Mulliken analysis, given in e for atoms 1 to 2:
1. In 2.723
2. C -1.793